(1)
{
  "formula": "C2H8N4O2",
  "method": "the ωB97M-V functional and the def2-TZVPD basis",
  "mol_weight_g_mol": 120.11,
  "lumo_ev": 0.415,
  "energy_ha": -450.250808,
  "smiles": "CON/C(=N/O)NN",
  "de_lowest_kcal_mol": 210.02,
  "e_homo_ev": -8.31,
  "gap_ev": 8.72,
  "symbols": ["C", "C", "H", "H", "H", "H", "H", "H", "H", "H", "N", "N", "N", "N", "O", "O"],
  "positions_angstrom": [[-2.1951, 2.1735, 0.1004], [0.2395, -0.2502, 0.3345], [-2.1497, 2.4916, 1.2128], [-3.1263, 1.5732, 0.0402], [-1.9793, 3.0515, -0.4715], [-0.1880, 0.9910, 1.6226], [-0.6037, 0.0174, -1.5901], [-0.2887, -2.3366, -0.4669], [0.1138, -1.9929, -2.4552], [1.9738, -1.6788, -0.3192], [-0.8100, 0.5527, 0.8476], [0.2270, -0.3966, -1.0299], [0.3602, -1.8033, -1.3264], [1.2848, -0.4376, 1.0405], [-0.9130, 1.4460, -0.2071], [2.2314, -1.3289, 0.5941]],
  "forces_ev_per_a": [[2.11, -0.11, 2.05], [1.06, 0.90, -0.37], [0.07, -0.43, -1.68], [0.78, 0.32, -0.80], [-1.16, 0.57, -0.66], [-1.86, -0.10, -0.92], [1.79, -0.83, 2.12], [1.75, 1.19, -4.02], [0.40, 0.44, 4.47], [0.07, 0.54, 1.12], [3.22, -0.86, 1.85], [-1.94, -1.05, -3.52], [-1.87, -2.38, -0.39], [-0.79, -1.14, 1.16], [-3.75, 2.91, 0.95], [0.12, 0.02, -1.36]]
}

(2)
{
  "formula": "C2H8N4O2",
  "method": "the ωB97M-V functional and the def2-TZVPD basis",
  "mol_weight_g_mol": 120.11,
  "lumo_ev": 0.391,
  "energy_ha": -450.293552,
  "smiles": "CC/N=[N+](\\[O-])O.[H]/N=N\\[H]",
  "de_lowest_kcal_mol": 183.20,
  "e_homo_ev": -9.64,
  "gap_ev": 10.03,
  "symbols": ["C", "C", "N", "N", "N", "N", "O", "O", "H", "H", "H", "H", "H", "H", "H", "H"],
  "positions_angstrom": [[1.4224, -1.4104, 0.1113], [0.1318, -1.1794, -0.6552], [0.4096, 2.0792, 1.4442], [-0.0140, 2.3044, 0.3234], [-0.6584, -0.1723, -0.0177], [-1.8136, -0.1199, -0.5003], [-2.3168, -0.7701, -1.3919], [-2.5548, 0.8467, 0.1117], [1.7450, -2.3473, -0.2683], [2.1665, -0.6670, -0.0166], [1.2962, -1.5717, 1.1461], [0.3301, -0.8762, -1.7234], [-0.4441, -2.2186, -0.6155], [1.3931, 2.1825, 1.6874], [-1.8429, 1.3608, 0.6670], [0.7499, 2.5594, -0.3021]],
  "forces_ev_per_a": [[-0.75, -0.28, -0.98], [-0.43, -1.85, -0.14], [-1.55, -0.22, 1.89], [0.75, 0.47, 0.11], [-0.19, -0.83, -0.29], [0.81, 0.47, 0.61], [-0.44, 0.18, 0.01], [0.50, 1.18, 0.95], [1.01, -0.79, -0.38], [0.73, 0.78, -0.32], [-0.57, 0.03, 1.27], [-0.26, -0.61, 0.85], [0.89, 2.12, -0.51], [0.74, 0.21, -0.89], [-1.49, -1.13, -1.43], [0.26, 0.28, -0.76]]
}

(3)
{
  "formula": "C2H8N5",
  "method": "the ωB97M-V functional and the def2-TZVPD basis",
  "total_charge": 1,
  "mol_weight_g_mol": 102.12,
  "lumo_ev": [-5.252, -6.818],
  "energy_ha": -354.357837,
  "smiles": "[H]/N=N\\[C@](C)(N)/[NH+]=N/[H]",
  "de_lowest_kcal_mol": 124.80,
  "e_homo_ev": [-14.04, -13.14],
  "gap_ev": [8.79, 6.32],
  "symbols": ["C", "C", "N", "N", "N", "N", "N", "H", "H", "H", "H", "H", "H", "H", "H"],
  "positions_angstrom": [[-0.1873, -0.1358, 0.1134], [0.6320, 1.0910, 0.6685], [-2.5917, -0.1153, 0.6786], [-1.5394, 0.2361, 0.9915], [-0.5372, -0.1449, -1.2287], [0.1789, -2.4793, -0.0700], [0.3806, -1.3522, 0.5230], [0.0059, 1.7848, 1.1268], [1.1672, 1.5382, -0.0986], [1.3477, 0.4962, 1.3634], [-2.8746, -0.6118, -0.1214], [-0.3331, 0.6079, -1.9354], [-0.6185, -1.0481, -1.5975], [0.8466, -3.0989, 0.3104], [0.8735, -1.2663, 1.3854]],
  "forces_ev_per_a": [[1.99, 2.06, -1.95], [1.13, -4.61, 0.59], [-0.94, 1.27, 1.56], [-0.74, -0.62, 1.85], [-0.06, 1.61, -0.41], [-0.58, 1.85, -0.72], [-1.19, 0.30, -0.40], [-0.84, 0.95, 1.10], [1.26, 0.71, -1.40], [-0.86, 2.14, -0.62], [-0.21, -1.39, -2.03], [-0.20, -1.06, 1.71], [-0.09, -1.34, -0.91], [0.63, -1.48, 0.80], [0.70, -0.38, 0.84]]
}

(4)
{
  "formula": "C2H8N5",
  "method": "the ωB97M-V functional and the def2-TZVPD basis",
  "spin_multiplicity": 3,
  "total_charge": 1,
  "mol_weight_g_mol": 102.12,
  "lumo_ev": [-2.843, -7.985],
  "energy_ha": -354.167792,
  "de_lowest_kcal_mol": 111.44,
  "e_homo_ev": [-13.31, -14.79],
  "gap_ev": [10.47, 6.81],
  "symbols": ["C", "C", "N", "N", "N", "N", "N", "H", "H", "H", "H", "H", "H", "H", "H"],
  "positions_angstrom": [[-0.0846, 0.9708, 1.0400], [-0.2003, 1.5150, -0.4333], [0.5620, -0.3744, 0.8936], [1.1395, -0.2620, -1.3497], [-0.2398, 0.2334, -1.2055], [-0.4573, -2.4450, -0.6865], [0.2707, -0.7199, -0.4009], [0.6027, 1.5835, 1.6236], [-1.0215, 0.9937, 1.4556], [-1.1158, 1.8733, -0.5350], [0.6484, 2.2012, -0.5593], [1.4732, -0.3774, 1.3017], [1.1587, -0.7922, -2.1776], [-0.7970, -2.2409, -1.6025], [-1.1978, -2.5456, -0.0179]],
  "forces_ev_per_a": [[2.79, 0.51, -1.34], [3.27, -2.30, 2.40], [-3.37, 1.81, 0.31], [1.15, 2.01, -0.25], [0.28, 1.97, -0.70], [-1.51, -1.32, -0.33], [3.77, -0.06, 2.87], [-0.27, 0.05, 0.08], [-2.15, -0.60, 1.37], [-3.75, 2.40, -0.75], [-0.46, -0.48, -1.09], [1.03, -0.72, -0.83], [-0.06, -1.52, -1.25], [-0.36, -0.76, -1.16], [-0.36, -0.99, 0.65]]
}

(5)
{
  "formula": "C2H8N6",
  "method": "the ωB97M-V functional and the def2-TZVPD basis",
  "mol_weight_g_mol": 116.13,
  "lumo_ev": 0.897,
  "energy_ha": -409.339999,
  "smiles": "Cn1nn[nH]n(C)[nH]1",
  "de_lowest_kcal_mol": 123.40,
  "e_homo_ev": -7.88,
  "gap_ev": 8.78,
  "symbols": ["C", "C", "N", "N", "N", "N", "N", "N", "H", "H", "H", "H", "H", "H", "H", "H"],
  "positions_angstrom": [[-1.6390, -1.8287, -0.4945], [0.7627, 2.1867, -0.1204], [1.2646, -1.1192, 1.3351], [0.3637, -1.7635, 0.7804], [1.5712, 0.1237, 0.9374], [-0.0569, 0.0390, -0.7203], [-0.3564, -1.2461, -0.2061], [0.3179, 0.9100, 0.3780], [-2.4348, -1.4057, 0.1313], [-1.8776, -1.6678, -1.5469], [-1.5661, -2.8982, -0.3047], [1.5797, 2.1081, -0.8432], [-0.0944, 2.6758, -0.5835], [1.0880, 2.7826, 0.7311], [1.9612, 0.6715, 1.6951], [-0.8839, 0.4319, -1.1687]],
  "forces_ev_per_a": [[-0.05, 0.04, 0.21], [0.34, -0.14, -0.29], [0.48, -0.53, 1.06], [-0.47, -0.35, 0.12], [-1.42, 2.13, -2.25], [0.74, 0.31, -0.36], [0.06, 0.56, -0.62], [0.75, -1.83, 1.65], [-0.01, 0.00, -0.05], [0.01, -0.05, 0.01], [-0.02, 0.08, -0.02], [-0.01, -0.04, -0.06], [0.01, 0.08, 0.01], [-0.06, 0.04, -0.01], [-0.30, -0.19, 0.22], [-0.05, -0.12, 0.40]]
}

(6)
{
  "formula": "C2H8NNiO",
  "method": "the ωB97M-V functional and the def2-TZVPD basis",
  "spin_multiplicity": 3,
  "total_charge": -1,
  "mol_weight_g_mol": 120.78,
  "lumo_ev": [3.779, 3.710],
  "energy_ha": -1719.117233,
  "de_lowest_kcal_mol": 55.93,
  "e_homo_ev": [0.86, -2.61],
  "gap_ev": [2.92, 6.32],
  "symbols": ["C", "Ni", "N", "H", "H", "H", "H", "H", "H", "H", "H", "O", "C"],
  "positions_angstrom": [[0.1485, -1.9739, -1.0800], [0.3792, -0.5361, 0.5681], [0.2123, 1.3113, -0.0665], [0.4477, -0.9540, -1.3845], [-0.5750, 1.3675, -0.7084], [0.6066, 0.3284, 1.9435], [0.8670, -2.6763, -1.5143], [-0.8288, -2.1792, -1.5237], [0.0886, -2.1773, 0.0248], [0.0491, 1.9809, 0.6927], [1.0376, 1.6267, -0.5693], [-0.5433, -1.2421, 3.1993], [-0.0478, -0.6883, 2.2748]],
  "forces_ev_per_a": [[-0.11, -0.56, -1.12], [0.14, -0.40, 0.66], [-0.14, 1.55, -1.23], [0.01, -0.31, 0.04], [0.07, 0.17, 0.17], [0.37, 0.53, 1.94], [-0.02, 0.14, 0.20], [0.02, 0.06, 0.11], [0.11, 0.10, -0.05], [-0.05, -0.39, -0.17], [0.02, 0.15, -0.04], [-0.09, 0.48, 2.43], [-0.33, -1.53, -2.94]]
}

(7)
{
  "formula": "C2H8NO",
  "method": "the ωB97M-V functional and the def2-TZVPD basis",
  "total_charge": -1,
  "mol_weight_g_mol": 62.09,
  "lumo_ev": 4.221,
  "energy_ha": -210.912893,
  "de_lowest_kcal_mol": 44.77,
  "e_homo_ev": -2.45,
  "gap_ev": 6.67,
  "symbols": ["O", "H", "C", "N", "C", "H", "H", "H", "H", "H", "H", "H"],
  "positions_angstrom": [[-0.4600, 2.4667, -1.2446], [0.4835, 2.0440, -1.2432], [0.1341, -1.4129, -0.4120], [-0.8123, -0.4730, 0.3143], [-0.0245, 0.4692, 1.0650], [0.6435, -0.7011, -1.0183], [1.0524, -1.9195, 0.2591], [-0.3212, -2.2114, -1.0371], [-1.2479, -0.0292, -0.5331], [0.7058, -0.2075, 1.5813], [-0.5805, 0.7639, 1.9076], [0.4271, 1.2108, 0.3612]],
  "forces_ev_per_a": [[2.44, -1.36, -0.03], [-2.39, 1.27, -0.27], [1.50, -0.36, 1.81], [-0.71, -2.49, -1.91], [1.68, -1.55, -0.60], [1.05, 0.02, -1.25], [-2.77, 1.22, -1.26], [-0.05, 0.63, 0.61], [0.37, 0.30, 1.46], [0.21, 0.76, -0.48], [-0.93, 1.54, 0.65], [-0.40, 0.01, 1.26]]
}

(8)
{
  "formula": "C2H8NO",
  "method": "the ωB97M-V functional and the def2-TZVPD basis",
  "total_charge": -1,
  "mol_weight_g_mol": 62.09,
  "lumo_ev": 4.085,
  "energy_ha": -210.926994,
  "de_lowest_kcal_mol": 35.93,
  "e_homo_ev": -2.29,
  "gap_ev": 6.38,
  "symbols": ["O", "H", "C", "N", "C", "H", "H", "H", "H", "H", "H", "H"],
  "positions_angstrom": [[0.6157, 2.9138, 0.7205], [1.0861, 3.2773, 1.4294], [-0.5767, -0.1350, 0.8083], [0.4063, -0.2411, -0.2916], [0.0807, -1.3412, -1.1813], [-1.5332, -0.6084, 0.7434], [-0.7933, 0.8904, 1.0548], [-0.1471, -0.5446, 1.7125], [0.7220, 0.7274, -0.6479], [0.5967, -2.3388, -0.8836], [-1.0946, -1.5028, -1.3445], [0.6373, -1.0970, -2.1200]],
  "forces_ev_per_a": [[-1.23, -1.04, -1.86], [1.15, 0.84, 1.66], [1.59, 0.85, 0.58], [-1.13, 0.72, 0.33], [0.53, -0.05, -0.88], [-0.70, -0.77, -1.10], [0.34, 0.72, -0.13], [0.26, -0.28, 0.50], [-1.10, -2.12, 0.64], [-1.18, 1.29, 0.03], [2.42, 0.22, 0.11], [-0.95, -0.37, 0.14]]
}

(9)
{
  "formula": "C2H8NO",
  "method": "the ωB97M-V functional and the def2-TZVPD basis",
  "total_charge": -1,
  "mol_weight_g_mol": 62.09,
  "lumo_ev": 4.172,
  "energy_ha": -210.935952,
  "de_lowest_kcal_mol": 30.30,
  "e_homo_ev": -2.52,
  "gap_ev": 6.69,
  "symbols": ["O", "H", "C", "N", "C", "H", "H", "H", "H", "H", "H", "H"],
  "positions_angstrom": [[-1.8465, -0.6714, -1.6192], [-1.5406, -1.4265, -2.1334], [1.6482, -0.3961, 0.6439], [0.3489, -0.0452, 0.1906], [-0.0906, 1.1507, 0.9075], [1.8500, -1.4149, 0.2753], [2.4346, 0.1804, 0.1300], [1.6898, -0.4997, 1.7304], [-0.3508, -0.1461, -0.5696], [-0.3622, 0.8797, 1.9407], [-0.9639, 1.6356, 0.4647], [0.7081, 1.9116, 0.9853]],
  "forces_ev_per_a": [[0.29, 0.31, 0.18], [0.02, 0.00, 0.00], [-0.49, -2.10, -2.44], [-1.37, 2.89, 1.91], [0.21, -0.34, 0.27], [0.09, -0.06, 0.13], [0.33, 0.49, 0.87], [0.28, 0.62, 0.11], [0.62, -1.77, -0.94], [-0.02, 0.22, 0.17], [0.06, -0.29, -0.20], [-0.04, 0.03, -0.06]]
}

(10)
{
  "formula": "C2H8NO",
  "method": "the ωB97M-V functional and the def2-TZVPD basis",
  "total_charge": -1,
  "mol_weight_g_mol": 62.09,
  "lumo_ev": 4.247,
  "energy_ha": -210.940704,
  "de_lowest_kcal_mol": 27.32,
  "e_homo_ev": -2.45,
  "gap_ev": 6.70,
  "symbols": ["O", "H", "C", "N", "C", "H", "H", "H", "H", "H", "H", "H"],
  "positions_angstrom": [[-0.0158, -2.7219, 0.8223], [-0.6063, -3.3866, 1.2218], [0.1131, 0.5124, -1.4070], [0.6434, 0.2302, -0.0397], [-0.1283, 1.0059, 0.9352], [-0.7279, -0.1626, -1.5857], [0.2946, 1.5577, -1.6471], [0.8957, 0.0684, -2.0570], [0.3702, -0.7381, 0.1279], [0.0680, 2.0621, 0.6992], [0.2702, 0.8793, 1.9492], [-1.1768, 0.6933, 0.9808]],
  "forces_ev_per_a": [[-0.31, -0.05, 0.07], [0.30, 0.46, -0.26], [3.08, -1.91, 0.50], [-0.93, 0.54, -0.22], [0.97, -0.01, 0.18], [-0.89, 1.26, -0.35], [-1.46, 0.30, 0.02], [-0.30, -0.09, 0.00], [0.44, -0.66, 0.38], [-0.74, -0.02, 0.03], [0.06, -0.28, -0.18], [-0.22, 0.48, -0.16]]
}